Run A
The following is a quantum chemistry calculation of a 2-piece molecular cluster, C7H12 overall, from the Open Molecules 2025 dataset.

highest occupied orbital energy	-9.06	eV
HOMO-LUMO gap	10.19	eV
SMILES	CC1=CC1.C=CC

The geometry in XYZ format:
```
19
Properties=species:S:1:pos:R:3:nbo_charge:R:1
C -0.33 -1.85 -1.43 -0.654
C 0.88 -1.04 -1.78 -0.173
C 0.94 0.29 -1.72 -0.410
C -0.46 0.77 1.43 0.054
C -0.39 2.25 1.15 -0.435
C -1.58 1.34 1.13 -0.215
C 0.35 -0.40 1.82 -0.660
H -0.76 -2.33 -2.32 0.220
H -1.11 -1.22 -0.98 0.216
H -0.09 -2.65 -0.72 0.214
H 1.76 -1.60 -2.11 0.193
H 1.84 0.83 -2.00 0.200
H 0.09 0.88 -1.40 0.194
H 0.05 2.60 0.20 0.170
H -0.25 2.95 1.97 0.173
H -2.65 1.29 0.98 0.222
H 0.76 -0.26 2.83 0.230
H -0.25 -1.32 1.81 0.222
H 1.19 -0.52 1.13 0.240
```



Run B
The following is a quantum chemistry calculation of C7H12 in the gas phase, from the Open Molecules 2025 dataset.

highest occupied orbital energy	-7.98	eV
HOMO-LUMO gap	8.38	eV

The geometry in XYZ format:
```
19
Properties=species:S:1:pos:R:3:nbo_charge:R:1
C -2.11 -0.08 0.45 -0.625
C -1.23 -0.65 -0.64 -0.194
C 0.03 0.01 -1.05 -0.152
C 0.61 1.27 -0.42 -0.424
C 1.75 0.93 0.54 -0.563
C 0.56 -1.26 1.11 -0.177
C 0.11 -1.32 -0.26 -0.400
H -2.68 0.78 0.06 0.208
H -2.82 -0.83 0.80 0.219
H -1.52 0.24 1.31 0.237
H -1.76 -1.17 -1.43 0.215
H 0.29 -0.13 -2.10 0.225
H 0.98 1.93 -1.22 0.221
H -0.17 1.82 0.12 0.213
H 2.59 0.44 0.04 0.206
H 2.11 1.78 1.12 0.219
H 1.30 0.23 1.30 0.231
H 1.51 -1.84 1.17 0.129
H 0.43 -2.15 -0.89 0.213
```



Which is most stable, and by how much? run A, by 0.0461 hartree.



Run A
The following is a quantum chemistry calculation of a 2-piece molecular cluster, C7H12 overall, from the Open Molecules 2025 dataset.

highest occupied orbital energy	-8.10	eV
HOMO-LUMO gap	9.23	eV
SMILES	CC1=C[C@@H](C)C=C1.[H][H]

The geometry in XYZ format:
```
19
Properties=species:S:1:pos:R:3:nbo_charge:R:1
C 2.30 -0.81 -0.45 -0.665
C 0.93 -0.44 -0.01 0.000
C 0.49 0.78 0.33 -0.263
C -0.89 0.64 0.91 -0.292
C -1.97 1.35 0.08 -0.584
C -1.08 -0.85 0.95 -0.142
C 0.00 -1.47 0.46 -0.255
H 0.64 -0.24 -2.43 -0.023
H 2.91 -0.06 -0.96 0.227
H 2.48 -1.81 -0.87 0.223
H 2.43 -0.78 0.64 0.267
H 1.01 1.72 0.21 0.212
H 0.20 0.22 -2.06 0.016
H -0.93 1.04 1.94 0.228
H -1.99 0.95 -0.94 0.210
H -1.78 2.43 0.03 0.209
H -2.96 1.20 0.53 0.206
H -1.99 -1.33 1.27 0.209
H 0.18 -2.54 0.37 0.218
```



Run B
The following is a quantum chemistry calculation of a 2-piece molecular cluster, C7H12 overall, from the Open Molecules 2025 dataset.

highest occupied orbital energy	-7.39	eV
HOMO-LUMO gap	5.88	eV

The geometry in XYZ format:
```
19
Properties=species:S:1:pos:R:3:nbo_charge:R:1
C 3.16 -0.54 -0.19 -0.719
C 2.42 0.63 0.42 0.017
C 1.17 0.97 -0.11 -0.396
C 0.11 0.07 -1.03 -0.307
C -1.27 0.16 -1.27 0.211
C -2.53 -0.07 -0.44 -0.502
C -2.53 0.95 0.82 -0.601
H 2.75 -0.84 -1.21 0.180
H 4.23 -0.42 -0.25 0.240
H 3.16 -1.51 0.44 0.232
H 0.92 -1.46 1.54 0.021
H 0.49 -1.49 0.92 -0.022
H 0.50 1.88 -0.10 0.226
H 0.74 -0.68 -1.54 0.272
H -3.50 0.08 -1.02 0.227
H -2.45 -1.12 -0.07 0.243
H -1.47 0.96 1.12 0.223
H -3.13 0.52 1.64 0.235
H -2.75 1.91 0.32 0.221
```



Run C
The following is a quantum chemistry calculation of a 2-piece molecular cluster, C7H12 overall, from the Open Molecules 2025 dataset.

highest occupied orbital energy (alpha / beta)	-7.76 / -7.65	eV
HOMO-LUMO gap (alpha / beta)	7.37 / 8.07	eV

The geometry in XYZ format:
```
19
Properties=species:S:1:pos:R:3:nbo_charge:R:1
C 0.51 1.73 -2.46 -0.301
C -0.70 1.30 -1.85 -0.481
C -0.24 0.37 -0.58 -0.340
C -1.54 -0.16 0.15 -0.495
C -1.04 -0.92 1.24 0.074
C -0.22 -1.44 2.03 -0.086
C 0.72 -1.97 2.83 -0.420
H 1.03 2.61 -2.12 0.176
H 2.36 -0.53 0.98 -0.017
H 0.98 1.14 -3.24 0.176
H -1.30 2.10 -1.40 0.208
H -1.32 0.65 -2.47 0.208
H 0.36 0.97 0.10 0.208
H 0.35 -0.47 -0.95 0.208
H -2.14 0.71 0.46 0.229
H -2.13 -0.75 -0.57 0.229
H 2.08 -0.96 1.54 0.002
H 1.15 -2.94 2.63 0.213
H 1.08 -1.42 3.69 0.213
```



Run D
The following is a quantum chemistry calculation of C7H12 in the gas phase, from the Open Molecules 2025 dataset.

highest occupied orbital energy (alpha / beta)	-7.19 / -7.89	eV
HOMO-LUMO gap (alpha / beta)	7.55 / 8.92	eV

The geometry in XYZ format:
```
19
Properties=species:S:1:pos:R:3:nbo_charge:R:1
C 2.09 -0.78 1.25 -0.674
C 1.29 0.27 0.56 -0.061
C 0.77 0.09 -0.81 -0.473
C -0.75 0.13 -0.47 -0.115
C -1.71 1.05 -1.22 -0.466
C -1.97 -0.40 -1.07 -0.168
C -0.97 -0.03 0.99 -0.607
H 3.15 -0.74 0.94 0.218
H 1.73 -1.79 1.00 0.207
H 2.07 -0.67 2.34 0.218
H 1.38 1.29 0.93 0.184
H 1.03 0.90 -1.49 0.218
H 1.08 -0.87 -1.24 0.209
H -1.30 1.43 -2.16 0.216
H -2.34 1.77 -0.70 0.213
H -2.25 -1.16 -1.79 0.206
H -2.14 -0.36 0.65 0.227
H -0.60 -0.97 1.42 0.224
H -0.99 0.84 1.65 0.225
```



Which is most stable, and by how much? run A, by 0.1272 hartree.



Run A
The following is a quantum chemistry calculation of C7H12 in the gas phase, from the Open Molecules 2025 dataset.

highest occupied orbital energy	-9.22	eV
HOMO-LUMO gap	10.44	eV
SMILES	C[C@@H]1C=C[C@H](C)C1

The geometry in XYZ format:
```
19
Properties=species:S:1:pos:R:3:nbo_charge:R:1
C -2.37 -0.36 -0.22 -0.594
C -1.20 0.56 0.05 -0.279
C -0.10 -0.05 0.96 -0.386
C 1.29 0.38 0.36 -0.223
C 2.36 -0.70 0.53 -0.602
C 0.88 0.71 -1.12 -0.277
C -0.43 0.82 -1.20 -0.175
H -2.02 -1.28 -0.70 0.204
H -2.89 -0.63 0.71 0.209
H -3.10 0.12 -0.89 0.209
H -1.56 1.51 0.47 0.207
H -0.24 0.23 2.01 0.212
H -0.18 -1.14 0.90 0.197
H 1.63 1.28 0.91 0.210
H 2.06 -1.60 0.00 0.203
H 2.54 -0.97 1.58 0.209
H 3.31 -0.35 0.11 0.213
H 0.86 0.58 -2.23 0.271
H -0.83 0.88 -2.23 0.193
```



Run B
The following is a quantum chemistry calculation of C7H12 in the gas phase, from the Open Molecules 2025 dataset.

highest occupied orbital energy	-6.78	eV
HOMO-LUMO gap	6.08	eV
SMILES	C=C/C(=C/C)CC

The geometry in XYZ format:
```
19
Properties=species:S:1:pos:R:3:nbo_charge:R:1
C -1.83 1.53 0.87 -0.602
C -0.38 0.91 1.13 -0.427
C 0.10 0.03 -0.04 -0.073
C 1.07 -0.95 0.15 -0.134
C 1.67 -1.24 1.50 -0.682
C -0.23 -0.67 -2.53 -0.448
C -0.36 0.26 -1.48 -0.198
H -2.55 0.80 0.63 0.206
H -2.20 1.94 1.76 0.212
H -1.69 2.14 -0.04 0.207
H 0.40 1.83 1.28 0.208
H -0.42 0.40 2.08 0.214
H 1.65 -1.45 -0.77 0.220
H 2.71 -1.69 1.34 0.228
H 1.92 -0.25 1.89 0.225
H 0.91 -1.74 2.24 0.231
H -1.01 -1.42 -2.88 0.203
H 0.70 -0.91 -3.24 0.209
H -0.70 1.25 -1.85 0.201
```



Run C
The following is a quantum chemistry calculation of C7H12 as an isolated structure, from the Open Molecules 2025 dataset.

highest occupied orbital energy	-8.34	eV
HOMO-LUMO gap	9.01	eV

The geometry in XYZ format:
```
19
Properties=species:S:1:pos:R:3:nbo_charge:R:1
C -2.37 -0.35 -0.23 -0.603
C -1.19 0.56 0.06 -0.280
C -0.11 -0.06 0.99 -0.381
C 1.30 0.39 0.45 -0.259
C 2.36 -0.70 0.55 -0.592
C 1.13 0.75 -1.03 -0.271
C -0.17 0.81 -1.04 -0.070
H -2.00 -1.27 -0.70 0.212
H -2.88 -0.62 0.70 0.221
H -3.09 0.13 -0.89 0.214
H -1.57 1.50 0.50 0.216
H -0.27 0.20 2.05 0.216
H -0.19 -1.15 0.92 0.203
H 1.63 1.28 1.00 0.211
H 2.05 -1.59 0.00 0.202
H 2.55 -0.98 1.59 0.200
H 3.29 -0.34 0.10 0.223
H 0.17 0.66 -2.42 0.277
H -0.63 0.77 -2.61 0.062
```



Run D
The following is a quantum chemistry calculation of a 2-piece molecular cluster, C7H12 overall, from the Open Molecules 2025 dataset.

highest occupied orbital energy	-9.02	eV
HOMO-LUMO gap	10.14	eV
SMILES	CC1=CC1.C=CC

The geometry in XYZ format:
```
19
Properties=species:S:1:pos:R:3:nbo_charge:R:1
C -2.36 0.60 -0.14 -0.655
C -1.90 -0.74 -0.64 -0.177
C -0.82 -0.92 -1.40 -0.408
C 1.45 0.34 0.55 0.057
C 2.48 -0.17 -0.41 -0.437
C 2.01 1.24 -0.20 -0.217
C 0.65 -0.07 1.72 -0.659
H -3.19 0.97 -0.75 0.222
H -1.55 1.34 -0.18 0.216
H -2.72 0.55 0.90 0.213
H -2.51 -1.60 -0.36 0.193
H -0.54 -1.91 -1.77 0.200
H -0.19 -0.09 -1.68 0.196
H 2.18 -0.74 -1.30 0.173
H 3.45 -0.49 0.00 0.170
H 2.18 2.27 -0.45 0.221
H 1.35 -0.26 2.54 0.232
H -0.06 0.70 2.04 0.223
H 0.11 -1.00 1.52 0.235
```



Which is most stable, and by how much? run A, by 0.0476 hartree.



Run A
The following is a quantum chemistry calculation of C7H12 as an isolated structure, from the Open Molecules 2025 dataset.

highest occupied orbital energy	-9.67	eV
HOMO-LUMO gap	10.68	eV

The geometry in XYZ format:
```
19
Properties=species:S:1:pos:R:3:nbo_charge:R:1
C -0.83 1.40 1.13 -0.624
C -0.23 0.53 0.16 -0.060
C -1.19 -0.54 -0.33 -0.385
C -0.09 -1.51 -1.11 -0.393
C 1.13 -0.71 -0.68 -0.254
C 0.75 -0.52 0.76 -0.388
C 1.02 0.77 -0.85 -0.398
H -0.27 1.91 2.03 0.216
H -1.09 2.24 0.44 0.219
H -1.68 0.91 1.69 0.215
H -1.99 -0.21 -1.10 0.191
H -1.70 -0.81 0.49 0.195
H -0.12 -2.34 -0.48 0.207
H -0.30 -1.69 -2.22 0.218
H 2.02 -1.45 -0.90 0.214
H 1.54 0.31 1.38 0.178
H 0.33 -1.12 1.63 0.222
H 1.95 1.42 -0.43 0.215
H 0.74 1.42 -1.62 0.213
```



Run B
The following is a quantum chemistry calculation of C7H12 in the gas phase, from the Open Molecules 2025 dataset.

highest occupied orbital energy	-9.18	eV
HOMO-LUMO gap	10.27	eV
SMILES	C=C1CC(CC)C1

The geometry in XYZ format:
```
19
Properties=species:S:1:pos:R:3:nbo_charge:R:1
C -0.70 -0.93 -1.09 -0.389
C 0.60 -1.11 -0.31 -0.205
C 1.44 0.19 -0.39 -0.454
C 0.80 0.57 0.93 0.053
C 0.49 1.73 1.48 -0.421
C -1.57 0.36 -0.85 -0.623
C 0.36 -0.86 1.19 -0.454
H -0.47 -0.97 -2.16 0.202
H -2.38 0.15 -1.54 0.209
H -1.33 -1.80 -0.89 0.202
H 1.12 -2.04 -0.58 0.206
H 2.52 0.02 -0.32 0.220
H 1.23 0.81 -1.27 0.209
H 0.80 2.67 1.03 0.199
H -0.12 1.78 2.38 0.199
H -1.15 1.33 -1.13 0.210
H -2.01 0.52 0.14 0.210
H -0.67 -1.03 1.52 0.209
H 1.04 -1.41 1.84 0.220
```



Run C
The following is a quantum chemistry calculation of C7H12 in the gas phase, from the Open Molecules 2025 dataset.

highest occupied orbital energy	-8.49	eV
HOMO-LUMO gap	9.17	eV
SMILES	C=C(C)C(=C)CC

The geometry in XYZ format:
```
19
Properties=species:S:1:pos:R:3:nbo_charge:R:1
C 0.22 2.00 1.23 -0.622
C -0.74 0.75 1.19 -0.417
C 0.00 -0.46 0.56 -0.009
C 0.01 -1.60 1.23 -0.390
C 0.28 0.76 -1.68 -0.414
C 0.33 -0.34 -0.93 -0.002
C 0.32 -1.67 -1.65 -0.650
H -0.11 2.68 2.03 0.211
H 1.22 1.63 1.42 0.217
H -0.02 2.63 0.38 0.213
H -1.54 1.03 0.53 0.208
H -1.14 0.38 2.15 0.206
H -0.45 -1.73 2.21 0.199
H 0.29 -2.55 0.79 0.191
H -0.42 0.80 -2.53 0.204
H 0.59 1.75 -1.37 0.198
H 1.32 -2.11 -1.80 0.224
H -0.03 -1.47 -2.68 0.223
H -0.13 -2.49 -1.09 0.211
```



Run D
The following is a quantum chemistry calculation of C7H12 in the gas phase, from the Open Molecules 2025 dataset.

highest occupied orbital energy	-7.55	eV
HOMO-LUMO gap	8.05	eV
SMILES	C=C(C)/C(C)=C/C

The geometry in XYZ format:
```
19
Properties=species:S:1:pos:R:3:nbo_charge:R:1
C -1.83 -0.69 -1.09 -0.642
C -1.21 0.34 -0.02 -0.015
C -1.87 1.48 0.41 -0.420
C 1.05 -0.89 -0.31 -0.130
C 0.24 0.16 0.05 -0.078
C 1.12 1.32 0.55 -0.644
C 2.18 -1.59 0.49 -0.646
H -1.10 -1.34 -1.51 0.213
H -2.66 -1.26 -0.77 0.217
H -2.20 -0.19 -2.00 0.214
H -1.29 2.20 1.14 0.215
H -2.89 1.69 0.00 0.215
H 0.81 -1.29 -1.33 0.183
H 0.91 1.45 1.61 0.203
H 2.24 1.06 0.54 0.208
H 1.00 2.22 -0.08 0.232
H 2.21 -1.06 1.38 0.212
H 1.60 -2.60 0.54 0.242
H 3.23 -1.68 0.07 0.222
```



Which is most stable, and by how much? run B, by 0.0423 hartree.



Run A
The following is a quantum chemistry calculation of C7H12 in the gas phase, from the Open Molecules 2025 dataset.

highest occupied orbital energy	-8.52	eV
HOMO-LUMO gap	9.59	eV
SMILES	C[C@H]1[C@H]2CCC[C@@H]12

The geometry in XYZ format:
```
19
Properties=species:S:1:pos:R:3:nbo_charge:R:1
C -2.12 -0.47 0.93 -0.622
C -1.30 -0.55 -0.36 -0.146
C -0.29 0.42 -1.12 -0.293
C 1.05 1.09 -0.93 -0.340
C 1.45 0.93 0.53 -0.422
C 0.96 -0.51 0.78 -0.422
C 0.15 -0.89 -0.49 -0.245
H -3.02 0.13 0.76 0.220
H -2.45 -1.47 1.23 0.217
H -1.58 -0.03 1.77 0.211
H -1.95 -0.88 -1.18 0.222
H -0.57 0.40 -2.17 0.205
H 1.73 0.13 -1.46 0.142
H 1.22 2.06 -1.42 0.216
H 2.54 1.02 0.61 0.208
H 1.01 1.66 1.22 0.203
H 0.40 -0.61 1.71 0.209
H 1.79 -1.21 0.85 0.213
H 0.97 -1.23 -1.24 0.223
```



Run B
The following is a quantum chemistry calculation of C7H12 in the gas phase, from the Open Molecules 2025 dataset.

highest occupied orbital energy	-9.14	eV
HOMO-LUMO gap	10.40	eV
SMILES	C=CCC/C=C/C

The geometry in XYZ format:
```
19
Properties=species:S:1:pos:R:3:nbo_charge:R:1
C 0.67 1.63 -2.49 -0.641
C 0.79 1.29 -1.04 -0.177
C -0.14 0.73 -0.29 -0.194
C -0.93 -2.49 0.34 -0.404
C -0.95 -1.62 1.36 -0.171
C 0.21 -0.77 1.76 -0.434
C 0.02 0.65 1.21 -0.419
H 0.85 2.71 -2.61 0.216
H -0.34 1.41 -2.87 0.211
H 1.41 1.10 -3.11 0.215
H 1.71 1.59 -0.53 0.184
H 0.88 1.27 1.49 0.208
H -1.06 0.35 -0.74 0.201
H 0.00 -2.68 -0.19 0.192
H -1.83 -2.96 -0.03 0.199
H -1.90 -1.39 1.85 0.193
H 0.32 -0.72 2.85 0.211
H 1.15 -1.20 1.36 0.205
H -0.86 1.10 1.68 0.205
```



Which is most stable, and by how much? run B, by 0.0982 hartree.